1.
This record from the Open Molecules 2025 dataset describes a cluster of 14 separate species, C55H132Cl4N7O27P5 in total in a non-equilibrium geometry. The level of theory is wB97M-V/def2-TZVPD.

Values from the calculation:
**HOMO energy**: -8.979 eV
**HOMO-LUMO gap**: 0.3264 Eh
**LUMO level**: -0.098 eV

The geometry in XYZ format:
```
230
C55H132Cl4N7O27P5 wB97M-V/def2-TZVPD
C 6.56576 1.94980 0.70726
O 5.98130 2.97486 0.47268
N 7.06631 1.65042 1.92020
C 7.87336 0.47422 2.19452
C 6.84528 2.50091 3.04146
H 6.73464 1.16049 -0.03599
H 8.04484 -0.29322 1.43498
H 7.39011 -0.10758 2.98946
H 8.87841 0.79021 2.48836
H 7.71964 2.89581 3.55414
H 6.34121 3.38384 2.63655
H 6.11404 2.07324 3.73122
C -5.32845 1.57740 -0.27859
O -4.35718 2.12611 -0.76428
N -5.35500 0.29311 0.14722
C -6.49962 -0.25526 0.84279
C -4.27962 -0.60064 -0.20563
H -6.29475 2.09935 -0.19474
H -6.15140 -0.58598 1.82809
H -6.83559 -1.16820 0.34900
H -7.28149 0.47800 1.00468
H -3.48786 0.04437 -0.59292
H -3.80072 -1.10216 0.63236
H -4.62694 -1.22524 -1.03299
C -2.51276 -2.74204 -4.88099
O -2.91794 -3.87615 -4.98753
N -2.08081 -2.19529 -3.73122
C -1.61703 -0.82541 -3.62225
C -2.15913 -2.93601 -2.50241
H -2.38590 -2.04099 -5.72244
H -2.06556 -0.41477 -2.71853
H -2.01810 -0.19101 -4.42015
H -0.52986 -0.71408 -3.62604
H -3.06036 -2.67419 -1.94050
H -2.23900 -3.97152 -2.81000
H -1.28493 -2.75902 -1.88347
C 2.02723 3.24284 -6.50198
O 2.85561 3.98795 -6.92672
N 2.30891 2.09313 -5.84122
C 1.27262 1.18581 -5.46263
C 3.64512 1.75865 -5.46867
H 0.94457 3.36511 -6.66005
H 1.17617 1.03520 -4.38274
H 1.43099 0.20913 -5.94095
H 0.26491 1.42992 -5.81105
H 4.11269 1.04197 -6.13973
H 4.30118 2.60265 -5.27385
H 3.62165 1.31925 -4.46348
C -5.84208 -4.00305 2.60505
O -6.82244 -3.58140 2.03713
N -4.63925 -4.22368 2.04310
C -3.51329 -4.66903 2.85294
C -4.39420 -4.02889 0.61954
H -5.91132 -4.22338 3.68164
H -3.86751 -5.05796 3.80397
H -2.86261 -3.81359 3.07291
H -2.93703 -5.43129 2.32816
H -3.96957 -4.96721 0.25432
H -5.28592 -3.73525 0.08025
H -3.64492 -3.23611 0.54408
C 5.02181 -1.27221 -2.50200
O 4.67206 -1.01571 -3.65057
N 4.34823 -0.86049 -1.40328
C 4.86442 -1.01421 -0.06080
C 3.06854 -0.20817 -1.39296
H 5.95766 -1.78984 -2.23347
H 4.27968 -1.78419 0.46556
H 4.72536 -0.12607 0.55766
H 5.88825 -1.38617 -0.08017
H 2.47120 -0.52368 -0.54673
H 3.24392 0.86912 -1.27615
H 2.60463 -0.23709 -2.37695
C -0.48235 6.31936 -1.91730
O 0.24347 6.73242 -2.79692
N -0.07331 5.97195 -0.68727
C 1.30840 6.03647 -0.31095
C -0.94130 5.46809 0.33382
H -1.55428 6.11133 -2.07604
H 1.85265 6.52534 -1.11834
H 1.70109 5.04590 -0.09238
H 1.46259 6.72689 0.52428
H -0.68958 4.46286 0.69563
H -0.85660 6.06878 1.24649
H -1.98959 5.49171 0.04024
Cl 2.50299 3.18509 -2.21692
C 4.10417 3.86476 -2.62926
C 3.97385 5.21638 -3.30162
Cl 5.58494 5.77166 -3.82743
H 4.62651 3.11583 -3.22120
H 4.69459 3.88294 -1.71026
H 3.62589 5.94526 -2.57793
H 3.30806 5.14272 -4.15768
Cl 4.29601 -1.34726 3.32609
C 4.31721 -2.84523 4.26927
C 5.31025 -3.89496 3.82647
Cl 4.91318 -4.64208 2.23557
H 3.35499 -3.35521 4.19742
H 4.47105 -2.54437 5.30180
H 5.34161 -4.76886 4.46979
H 6.31613 -3.48200 3.78094
C -1.15690 2.61290 -2.79079
C -1.00626 2.35467 -1.30480
O -0.78081 0.92711 -1.10585
P -0.58830 0.39125 0.36619
O -1.63127 0.80118 1.29430
O -0.46492 -1.16371 0.10544
C -0.18426 -2.02684 1.22641
C 1.26013 -2.41151 1.46133
O 0.91160 0.77354 0.74593
C 1.19505 1.95161 1.53121
C 2.64098 1.90732 1.95369
H -1.71040 1.78145 -3.22375
H -1.73240 3.53650 -2.82106
H -0.24106 2.66826 -3.37606
H -0.09910 2.80022 -0.88602
H -1.88105 2.72728 -0.77461
H -0.57772 -1.58704 2.15721
H -0.86699 -2.88027 1.14937
H 1.84848 -1.52113 1.69005
H 1.33981 -3.08178 2.31690
H 1.71403 -2.90442 0.60205
H 1.01006 2.86238 0.94955
H 0.47227 2.05753 2.34697
H 2.93061 0.93768 2.35513
H 3.24811 2.08623 1.06312
H 2.82217 2.72272 2.65239
C -3.84173 8.75173 5.35433
C -3.31927 7.35094 5.67171
O -4.04374 6.30382 5.01434
P -4.17888 6.31681 3.43609
O -3.02298 6.86669 2.75564
O -4.66628 4.87961 3.03624
C -3.69951 3.78992 3.18175
C -4.36430 2.43735 3.14152
O -5.48581 7.14822 3.15623
C -6.72315 6.99170 3.89269
C -7.89546 7.22557 2.94405
H -3.32287 9.52534 5.91849
H -3.79816 8.94613 4.28685
H -4.86616 8.78510 5.74372
H -2.28992 7.26105 5.30897
H -3.29146 7.23514 6.75332
H -2.98676 3.92544 2.36686
H -3.19196 3.85556 4.14955
H -4.86886 2.18814 4.07526
H -5.08766 2.29620 2.33991
H -3.54230 1.73577 2.97352
H -6.78645 6.00589 4.36082
H -6.71308 7.73272 4.69819
H -8.21577 6.27713 2.52079
H -8.71411 7.59862 3.56816
H -7.67415 7.98158 2.19955
C 5.09456 -7.27881 -0.59328
C 3.81726 -7.49756 0.18719
O 2.77866 -7.97055 -0.70293
P 1.29816 -7.57829 -0.31966
O 0.94379 -7.71029 1.09421
O 0.51047 -8.56144 -1.27691
C -0.90438 -8.34893 -1.42231
C -1.69823 -9.13587 -0.37552
O 1.09434 -6.11998 -0.91046
C 1.54092 -5.82485 -2.26425
C 1.85234 -4.35428 -2.38495
H 5.04513 -6.66163 -1.48735
H 5.80062 -6.79569 0.09076
H 5.52701 -8.24953 -0.83981
H 4.02205 -8.25283 0.94350
H 3.49063 -6.56149 0.64600
H -1.18938 -7.30263 -1.45326
H -1.16541 -8.78886 -2.38612
H -1.69434 -8.62661 0.58582
H -2.71087 -9.26740 -0.75783
H -1.23375 -10.11574 -0.28294
H 2.42302 -6.40817 -2.55729
H 0.80599 -6.23006 -2.97251
H 2.79946 -4.15504 -1.87208
H 2.07324 -4.08099 -3.41866
H 1.06968 -3.74014 -1.95029
C -1.92345 10.11939 -6.71757
C -1.56103 9.03874 -5.72778
O -2.70991 8.50204 -5.06085
P -3.41234 7.17437 -5.52432
O -4.26209 6.58476 -4.50877
O -4.11589 7.50081 -6.90230
C -5.45034 8.03784 -6.92692
C -6.14230 7.62912 -8.19871
O -2.21706 6.25112 -5.98397
C -2.30793 4.83770 -5.88635
C -3.40807 4.24186 -6.76165
H -2.22379 9.74739 -7.69301
H -2.64956 10.81331 -6.28607
H -1.06823 10.78934 -6.86383
H -0.96237 8.26556 -6.21578
H -0.87496 9.41810 -4.96962
H -5.99463 7.66486 -6.05655
H -5.39428 9.12506 -6.82406
H -5.61214 7.87156 -9.11942
H -6.21291 6.53632 -8.25785
H -7.16432 8.00591 -8.17330
H -1.37618 4.41467 -6.26341
H -2.42891 4.50798 -4.85470
H -4.37818 4.71135 -6.63721
H -3.08889 4.32525 -7.80820
H -3.43825 3.15478 -6.64806
C 3.23057 -11.22566 7.59872
C 1.83149 -10.95811 7.07655
O 1.85765 -9.87655 6.10931
P 1.87688 -8.36855 6.57037
O 1.62438 -8.20830 7.99717
O 3.24367 -7.74588 6.06589
C 4.37543 -7.54219 6.91173
C 5.63882 -7.83127 6.13951
O 0.80974 -7.64251 5.66262
C 1.07819 -7.42208 4.24932
C 1.64282 -6.02882 4.06920
H 3.14302 -11.94535 8.41638
H 3.86547 -11.68815 6.83984
H 3.74768 -10.32375 7.91759
H 1.50530 -11.84533 6.54165
H 1.15134 -10.67600 7.87358
H 4.39318 -6.50006 7.24877
H 4.36858 -8.11841 7.83770
H 5.77736 -8.90400 6.00140
H 5.78767 -7.25367 5.23180
H 6.47543 -7.57489 6.80556
H 1.69383 -8.19615 3.78682
H 0.11725 -7.49991 3.74209
H 0.99131 -5.32473 4.59773
H 2.62750 -5.90665 4.52282
H 1.72663 -5.73114 3.02348
```


2.
This record from the Open Molecules 2025 dataset describes a structure of composition C55H39BrCeN13O3 in a non-equilibrium geometry. The level of theory is wB97M-V/def2-TZVPD.

Values from the calculation:
**Relative energy (zero: lowest compared OMol25 entry of this formula, charge and spin)**: 6.413 eV
**HOMO energy (alpha / beta)**: -6.175 / -6.176 eV
**HOMO-LUMO gap (alpha / beta)**: 0.2103 / 0.2103 Eh
**LUMO level (alpha / beta)**: -0.453 / -0.453 eV
**Multiplicity**: 2

The geometry in XYZ format:
```
112
C55H39BrCeN13O3 wB97M-V/def2-TZVPD
Ce 0.60897 0.82950 0.38472
C 1.24040 1.86375 8.19474
C 0.35128 2.94168 8.03481
C -0.04952 3.38989 6.74767
C 0.46508 2.67400 5.60712
C 0.21983 2.58923 4.15170
N 0.88394 1.58165 3.61316
C 1.60194 1.01616 4.60971
N 2.35978 -0.00326 4.33036
C 2.71940 -0.96177 3.79437
C 3.59569 -1.88437 3.15015
C 4.98356 -1.80939 3.43200
C 5.79828 -2.55135 2.60515
C 5.32106 -3.42938 1.67362
C 3.96417 -3.46157 1.37902
C 3.11565 -2.64061 2.10573
C 1.76809 -2.34520 1.62441
N 1.00754 -1.30527 1.99147
C 0.03230 -2.15814 1.13977
N -0.78322 -1.19694 0.32200
C -1.94191 -1.05651 0.93879
N -2.80964 -0.02138 0.84236
C -2.43312 1.14074 1.33447
N -1.26418 1.46866 1.91090
C -1.41794 2.71494 2.55402
N -0.79051 3.25870 3.51104
C -2.74707 3.22105 2.14095
C -3.43886 4.42903 2.35006
C -4.70508 4.56352 1.75028
C -5.32586 3.53048 1.05351
C -4.67618 2.30875 0.94130
C -3.37866 2.24403 1.39984
C -2.19792 -2.14415 1.88373
C -3.34130 -2.49122 2.62441
C -3.30764 -3.63908 3.42739
C -2.11524 -4.40168 3.41853
C -1.06524 -4.14583 2.52785
C -1.06016 -2.91927 1.93785
N 1.10462 -3.00276 0.72589
C 1.37495 1.60057 5.85651
C 1.75906 1.21466 7.12868
H 1.46436 1.55986 9.21429
H 0.00975 3.56893 8.88998
H -0.63302 4.30411 6.61769
H 5.36678 -1.07868 4.12525
H 6.86298 -2.40454 2.76433
H 6.07378 -4.04187 1.13102
H 3.52567 -3.98444 0.52412
H -3.05756 5.27040 2.89702
H -5.25072 5.46693 1.90105
H -6.30782 3.73015 0.63658
H -5.08508 1.46738 0.43602
H -4.25655 -1.90774 2.60315
H -4.10289 -3.89789 4.10994
H -1.99416 -5.23296 4.08992
H -0.21907 -4.87844 2.48969
H 2.43135 0.39058 7.25968
Br -3.20457 -3.90965 -5.28447
C -3.64385 -2.09791 -5.50565
C -3.51504 -1.56174 -6.78216
C -3.81205 -0.20374 -6.96399
C -4.01998 0.61081 -5.81862
C -4.16123 0.04378 -4.54567
C -3.98000 -1.34685 -4.39269
N -4.05219 1.99394 -6.16009
N -3.55027 2.90662 -5.45421
C -2.74853 2.70967 -4.29421
C -3.09252 3.47471 -3.20149
C -2.45160 3.34336 -1.93840
C -1.31102 2.53681 -1.75814
O -0.67848 2.38928 -0.62408
C -0.95161 1.76246 -2.91230
N 0.19530 1.04116 -2.71666
C 0.78593 0.48604 -3.74741
C 0.25369 0.56697 -5.05211
C -0.92286 1.20661 -5.27962
C -1.60417 1.82454 -4.17584
H -3.24703 -2.20913 -7.57952
H -3.71471 0.29899 -7.92524
H -4.34118 0.59487 -3.63985
H -4.18665 -1.83892 -3.45133
H -4.01339 4.05710 -3.21589
H -2.81508 3.84619 -1.06412
H 1.71638 -0.00920 -3.54859
H 0.83010 0.05012 -5.77320
H -1.41702 1.29062 -6.25963
C 2.40345 4.52452 0.65604
C 2.73887 3.50640 -0.42438
C 3.30633 3.95434 -1.68703
O 2.42652 2.33792 -0.32112
H 1.57576 5.14316 0.21768
H 3.20658 5.18148 0.95493
H 1.96139 4.07092 1.58851
H 2.46742 4.32027 -2.32697
H 3.74624 3.11590 -2.21119
H 4.00428 4.78351 -1.62689
N 2.34967 -0.95648 -1.49137
C 2.62086 -1.91891 -2.06578
N 2.75976 -3.06482 -2.70873
C 1.80072 -4.15207 -2.57729
C 2.54709 -5.44165 -2.19667
O 3.58592 -5.70250 -3.16379
C 4.51768 -4.62244 -3.27534
C 3.84874 -3.33336 -3.65808
H 1.35297 -4.28747 -3.57730
H 1.03353 -4.00696 -1.81873
H 1.83863 -6.24335 -2.20249
H 2.99198 -5.29430 -1.21564
H 5.27138 -4.87525 -4.03796
H 5.05409 -4.46554 -2.32140
H 3.47351 -3.32722 -4.67390
H 4.51618 -2.44726 -3.60962
```


3.
This record from the Open Molecules 2025 dataset describes a structure of composition C55H41Cl3CsIN4O3P2STe in a non-equilibrium geometry. The level of theory is wB97M-V/def2-TZVPD.

Values from the calculation:
**Relative energy (zero: lowest compared OMol25 entry of this formula, charge and spin)**: 2.110 eV
**HOMO energy**: -2.085 eV
**HOMO-LUMO gap**: 0.2009 Eh
**LUMO level**: 3.382 eV
**Total charge**: -2

The geometry in XYZ format:
```
112
C55H41Cl3CsIN4O3P2STe wB97M-V/def2-TZVPD
Cs -1.11568 -2.03798 1.23597
Cl -5.24175 -0.73987 5.35393
C -6.15110 -0.10867 3.99740
Cl -7.53774 -1.13541 3.53824
H -5.55858 0.03248 3.07368
H -6.52706 0.83124 4.34492
Cl -0.95771 5.91502 2.72827
C -1.76416 4.33396 2.81706
C -3.14909 4.21300 2.91772
C -3.82169 3.03062 2.75444
I -5.75751 3.08390 3.47966
C -3.15196 1.74654 2.53700
O -3.59291 0.63246 2.24551
C -1.67374 1.93314 2.65463
N -1.09140 0.70157 2.74811
C 0.20232 0.63090 2.88537
C 0.99732 1.78584 2.76010
C 0.41405 3.02626 2.77551
C -0.99366 3.17984 2.76140
H -3.76156 5.12624 3.05151
H 0.70461 -0.34789 3.04101
H 2.05183 1.66051 2.67530
H 1.04653 3.94329 2.74742
O 3.11293 -4.15038 1.64779
S 1.75857 -4.12827 2.13762
O 0.76819 -4.35292 1.09693
N 1.42558 -2.86922 2.96914
C 1.72698 -2.80914 4.31637
C 2.94306 -3.15786 4.87737
C 3.15585 -3.09005 6.25012
C 2.13308 -2.68225 7.10095
C 0.94569 -2.11929 6.54064
C 0.11364 -1.27329 7.30002
C -0.96191 -0.66062 6.67682
C -1.24051 -0.99154 5.34051
N -0.44699 -1.73581 4.55653
C 0.66555 -2.27582 5.13448
C 1.62684 -5.54969 3.19662
C 0.60002 -5.66242 4.11623
C 0.52957 -6.72416 4.94399
C 1.48980 -7.74486 4.92503
C 2.52441 -7.69675 3.98234
C 2.56772 -6.56665 3.15190
H 3.71372 -3.57835 4.21134
H 4.05592 -3.43804 6.67430
H 2.27695 -2.71177 8.16450
H 0.32049 -0.98359 8.32911
H -1.54611 0.07138 7.19089
H -2.05513 -0.45314 4.83793
H -0.10856 -4.84019 4.14450
H -0.32967 -6.68459 5.71736
H 1.39647 -8.61318 5.54605
H 3.24324 -8.51077 3.91756
H 3.40265 -6.48664 2.47463
Te -1.94798 -0.47294 -3.41389
C -1.83315 -0.55963 -5.53026
C -0.67994 -0.11088 -6.25766
C -0.73629 -0.21699 -7.64385
N -1.71495 -0.79811 -8.36041
C -2.77085 -1.22744 -7.65878
C -2.87013 -1.15474 -6.28899
C -0.38164 0.88599 -3.14007
P -1.07668 2.42051 -2.43095
C 0.09407 3.74535 -3.01839
C -0.00260 4.93202 -2.30768
C 1.01165 5.89807 -2.42413
C 2.02724 5.66140 -3.40451
C 2.02434 4.55389 -4.21951
C 0.99938 3.59236 -4.03118
C -2.38801 2.90732 -3.68184
C -3.59357 3.30448 -3.12758
C -4.63616 3.59226 -4.01304
C -4.50420 3.46081 -5.38515
C -3.27428 3.06045 -5.95687
C -2.25730 2.78176 -5.07874
P 0.71362 0.24269 -1.76742
C 2.29705 1.23934 -1.91374
C 3.39498 0.94335 -2.73304
C 4.49404 1.80335 -2.81620
C 4.50075 2.95749 -1.99759
C 3.43188 3.21277 -1.13437
C 2.32637 2.36974 -1.11846
C 1.46984 -1.28203 -2.36294
C 2.19410 -2.01801 -1.45766
C 2.90669 -3.14925 -1.86982
C 2.85948 -3.56107 -3.23185
C 2.14312 -2.80339 -4.13648
C 1.44283 -1.65078 -3.68650
H 0.13916 0.38861 -5.80748
H 0.12507 0.13460 -8.17622
H -3.59519 -1.71327 -8.25030
H -3.81137 -1.43953 -5.79404
H -0.67587 5.08523 -1.49454
H 1.06415 6.67949 -1.70710
H 2.84290 6.35009 -3.50940
H 2.86246 4.38116 -4.92221
H 0.87596 2.74371 -4.66579
H -3.80836 3.40806 -2.07749
H -5.64250 3.81461 -3.63432
H -5.37416 3.69525 -6.01161
H -3.10386 2.91311 -7.06464
H -1.41663 2.26487 -5.47117
H 3.27043 0.07931 -3.37909
H 5.36256 1.54452 -3.37373
H 5.30377 3.67412 -2.15557
H 3.36889 4.11383 -0.56969
H 1.48221 2.58072 -0.40446
H 2.20449 -1.70280 -0.42566
H 3.37013 -3.80628 -1.13707
H 3.22794 -4.56112 -3.49925
H 2.03721 -3.17692 -5.13544
H 0.84950 -0.97868 -4.32793
```